# 1
20
Properties=species:S:1:pos:R:3:forces:R:3:mulliken_charge:R:1 method="wB97M-V/def2-TZVPD" total_energy_ha=-328.19760 smiles="C=C(N)CCC.O" e_above_lowest_kcal_mol=76.1 orbital_gap_ev=9.10
C -0.03825 -1.15004 1.25986 -1.8 1.5 -4.4 -0.938
C -0.02117 -0.40998 0.07006 0.3 0.5 4.2 0.336
N -1.17988 0.41863 -0.39882 0.6 -2.9 -0.7 -0.538
C 1.33206 -0.08479 -0.46154 -0.2 0.5 -2.6 -0.748
C 2.69219 -0.66264 -0.03599 2.4 1.2 -1.3 -0.236
C 3.34806 -1.30531 -1.39746 -0.2 -3.4 2.6 -1.247
H 0.87126 -1.31585 1.77966 0.3 -0.8 0.2 0.326
H -1.00468 -1.61024 1.38259 -0.1 -0.1 1.4 0.245
H -0.92973 0.87028 -1.28285 0.0 -0.2 0.3 0.279
H -1.98612 -0.22468 -0.64508 1.1 1.0 0.6 0.271
H 1.22103 -0.35929 -1.55779 0.1 0.1 0.9 0.340
H 1.51936 0.97030 -0.57096 -0.4 0.8 0.3 0.401
H 3.43358 0.28038 0.21623 -1.9 -2.5 -0.1 0.176
H 2.73691 -1.43792 0.80251 -0.2 1.2 -1.3 0.341
H 3.79296 -0.84301 -2.26421 -0.3 1.3 0.2 0.354
H 4.17818 -1.95391 -0.97408 -0.6 0.6 -0.7 0.319
H 2.62250 -2.07865 -1.81729 0.7 1.0 0.6 0.323
O -5.26312 2.75111 1.12471 -1.0 -1.8 -0.3 -0.654
H -5.65342 1.83110 0.99024 0.8 1.9 0.3 0.324
H -4.31506 2.60878 1.12551 0.2 -0.1 0.0 0.327

=====

# 2
98
Properties=species:S:1:pos:R:3:forces:R:3:mulliken_charge:R:1 method="wB97M-V/def2-TZVPD" total_energy_ha=-1988.19498 smiles="NC(N)=O.NC(N)=O.NC(N)=O.NC(N)=O.CC(C)O.CC(C)O.CC(C)O.CC(C)O.CC(C)O.CO" e_above_lowest_kcal_mol=52.3 orbital_gap_ev=8.40
N -0.10125 -1.53869 4.02090 -1.4 -0.8 4.7 -0.021
C 0.69757 -1.19925 3.08588 8.0 -3.3 -1.9 -0.024
N 0.12809 -0.62424 2.04252 1.5 0.6 -0.2 0.783
O 2.03967 -1.69332 3.08402 -6.2 3.1 0.2 -0.714
H -1.08777 -1.29011 3.91820 0.8 -0.3 0.6 0.347
H 0.24366 -1.99771 4.88120 -0.3 0.4 -1.2 0.269
H 0.79205 -0.45470 1.31480 0.2 0.5 -0.6 0.131
H -0.84089 -0.70495 1.82476 0.0 -0.1 -0.1 -0.007
N 2.60024 4.26849 -1.40136 -1.1 0.5 -5.6 -0.304
C 2.93874 3.40218 -0.47903 1.7 -6.0 -0.5 0.420
N 2.95203 3.88483 0.73783 0.2 -1.1 1.9 -0.346
O 3.25822 2.08183 -0.75785 -1.1 6.5 0.4 -0.672
H 2.48670 3.82325 -2.39248 0.3 1.4 2.7 0.229
H 2.24789 5.25896 -1.32736 0.7 -1.9 0.4 0.258
H 3.34220 3.35583 1.52533 0.1 0.0 -0.4 0.190
H 3.04753 4.84784 0.87158 0.1 1.6 0.0 0.325
N -2.66524 -0.83615 3.54177 -0.5 -0.9 5.6 -0.350
C -2.93931 -0.89224 2.29023 -7.3 -6.9 -4.1 0.264
N -2.46642 0.03754 1.57930 1.0 2.8 -2.6 -0.018
O -3.76879 -1.87828 1.71457 4.4 4.7 3.1 -0.723
H -3.12704 -1.57828 4.13305 0.7 1.4 -0.8 0.344
H -2.25028 0.01876 3.95119 -0.9 -0.9 -0.2 0.345
H -2.59499 -0.02282 0.61510 -0.7 -0.1 -2.3 -0.081
H -1.98620 0.84355 1.87021 0.6 0.9 0.8 0.228
N 1.29183 1.55903 -3.51058 1.3 0.6 0.0 -0.007
C 0.27770 1.10702 -4.18677 -6.8 -1.0 6.1 0.332
N 0.44977 1.16823 -5.42433 0.9 -1.3 -7.6 -0.462
O -0.97888 0.75607 -3.65579 6.3 1.6 -2.3 -0.521
H 1.20256 1.44330 -2.57900 0.3 -0.1 3.8 -0.124
H 2.03877 2.11591 -3.88601 -0.1 -0.4 -0.2 0.257
H -0.39446 0.82087 -5.83713 -0.2 -0.1 -1.1 0.370
H 1.35741 0.88859 -5.90038 -1.8 0.7 1.1 0.254
C 2.27679 -1.84795 -0.32067 0.0 -3.0 0.3 -1.649
C 1.60893 -0.62396 -0.77816 -2.6 -4.3 -6.2 1.264
C 0.12234 -0.83310 -1.09787 -1.0 -1.4 -0.6 0.725
O 1.75860 0.29116 0.05147 2.4 7.8 5.7 -1.060
H 3.32469 -1.75257 -0.52603 0.8 -0.2 0.2 0.522
H 1.91553 -2.77410 -0.80497 0.2 0.4 -0.3 0.321
H 2.11725 -2.07628 0.75620 0.2 0.6 -0.5 0.031
H 1.97927 -0.30549 -1.77271 0.5 -0.4 -0.1 0.478
H -0.50671 0.04325 -1.27700 0.6 0.3 0.0 -0.603
H -0.43219 -1.42780 -0.35520 0.4 0.0 -0.1 -1.070
H 0.09624 -1.42056 -2.04288 -0.2 0.2 0.5 0.571
H 2.57551 0.89397 -0.15814 -1.7 -0.7 0.6 0.044
C -2.92987 -3.60433 -2.33404 0.5 -0.3 -0.1 -1.172
C -2.23762 -2.90504 -3.47746 2.0 -3.8 0.0 1.084
C -2.56424 -3.42083 -4.86792 0.1 -1.0 -0.2 -1.541
O -2.66394 -1.69688 -3.47685 -1.9 8.5 0.6 -0.588
H -2.49991 -4.57700 -2.27410 -0.3 -1.3 0.3 0.463
H -3.98996 -3.58568 -2.59015 -0.1 -0.3 0.4 0.368
H -2.73285 -3.11798 -1.36558 -0.2 0.1 -0.5 -0.083
H -1.15294 -2.80131 -3.30379 0.2 -1.3 -0.2 0.231
H -2.15956 -4.42031 -4.99512 -0.2 -0.4 -0.1 0.393
H -2.05415 -2.80606 -5.61591 -0.2 0.1 0.2 0.344
H -3.66536 -3.41422 -5.05837 0.9 0.0 0.2 0.297
H -1.99567 -1.07128 -3.10925 -0.8 -0.2 -0.6 0.119
C -0.65992 2.83544 -0.83410 2.5 -0.7 -1.4 1.140
C -0.44704 4.23603 -0.28891 -4.3 -1.0 -4.5 0.504
C -1.73207 5.00229 -0.20370 -0.1 1.9 -1.4 -1.820
O 0.14280 4.33844 0.84278 2.3 0.0 6.3 -0.621
H -1.12559 2.69284 -1.82325 0.2 0.7 0.2 0.393
H -1.13357 2.12909 -0.23559 -1.1 -0.9 1.6 -0.549
H 0.38184 2.40802 -0.93264 -0.9 0.2 0.0 -0.823
H 0.17037 4.63254 -1.02618 0.8 1.4 -1.8 0.043
H -1.63565 5.84843 0.42550 0.5 0.8 1.1 0.475
H -2.61458 4.55143 0.12356 -1.2 -1.5 0.5 0.369
H -1.99707 5.53143 -1.11492 0.0 -0.5 -0.7 0.394
H 1.08396 4.41266 0.76590 0.6 -0.5 0.2 0.505
C -0.99737 -3.66661 0.90840 -1.1 -2.9 -0.8 -0.128
C -1.16740 -4.37839 2.27407 1.5 -6.8 -6.9 0.224
C 0.12359 -4.94792 2.80955 0.4 2.0 -0.2 -1.380
O -1.59574 -3.53567 3.06776 -4.7 5.5 7.1 -0.502
H -1.76939 -2.92930 0.79137 -0.2 0.7 0.3 -0.439
H -1.29196 -4.39139 0.10758 1.0 0.5 0.2 0.213
H 0.00680 -3.33590 0.85212 0.9 0.6 -0.6 0.145
H -1.93923 -5.22612 2.10786 0.9 1.0 0.4 0.478
H -0.05097 -5.23870 3.80840 -0.2 -0.4 1.3 0.363
H 0.84211 -4.08552 2.82350 -0.1 -0.9 0.0 0.165
H 0.47933 -5.77609 2.29412 1.0 -1.4 -1.2 0.453
H -1.07780 -2.75892 2.96496 0.5 0.8 0.2 -0.047
C 2.58443 1.79616 3.42516 -0.9 -0.2 0.9 -0.950
C 4.05000 1.72008 3.14761 -1.6 -6.9 1.4 0.188
C 4.42643 0.65053 2.14300 2.0 -0.3 0.1 -1.050
O 4.44273 2.82396 2.65669 3.9 8.7 -0.7 -0.588
H 1.98915 2.00384 2.54695 -0.1 -0.4 -0.5 0.144
H 2.42564 2.66453 4.05098 -0.1 0.3 0.5 0.386
H 2.19682 0.92336 3.94345 0.0 -0.1 -0.1 0.166
H 4.60996 1.61130 4.07857 -0.3 -1.2 0.4 0.536
H 4.10428 0.80472 1.12437 -0.3 0.6 0.0 0.166
H 4.00305 -0.24504 2.45992 -0.7 -1.9 0.4 0.348
H 5.54770 0.49847 2.06429 -1.1 0.4 0.3 0.342
H 4.78460 3.27844 3.47173 -0.4 0.6 -1.9 0.390
C -3.66733 1.24644 -1.79004 0.0 1.0 0.3 -0.597
O -3.14227 0.07908 -1.22727 0.8 0.7 2.0 -0.428
H -3.51012 2.17472 -1.17627 -0.4 -1.2 0.3 0.145
H -4.72334 1.11073 -2.02342 0.1 0.3 -0.2 0.382
H -3.03360 1.47863 -2.60590 0.0 0.2 -1.6 0.188
H -3.46486 -0.68507 -1.66783 -0.5 -1.0 -0.8 0.213

=====

# 3
40
Properties=species:S:1:pos:R:3:forces:R:3:mulliken_charge:R:1 method="wB97M-V/def2-TZVPD" total_energy_ha=-3491.23813 e_above_lowest_kcal_mol=224.3 orbital_gap_ev=4.30 charge=-1
Ca -0.10093 -0.48794 0.62197 -0.2 0.3 0.4 1.885
Cl -2.67128 3.77765 2.36480 0.0 -0.2 -0.1 1.618
O -3.08960 4.92441 1.52068 -0.8 -1.9 1.2 -0.625
O -3.27139 3.68966 3.68432 -0.3 1.1 -0.9 -0.617
O -2.90615 2.45481 1.76104 -0.4 0.4 -1.0 -0.690
O -1.26657 3.91387 2.48400 1.9 0.1 0.5 -0.664
Cl 5.41437 1.28760 0.69531 1.0 2.9 0.2 1.610
O 6.45907 0.46318 1.17962 1.1 -1.3 -0.5 -0.634
O 5.53616 1.63038 -0.70852 0.3 -0.7 0.1 -0.664
O 4.16953 0.69511 0.94558 -3.3 -2.5 -0.2 -0.645
O 5.41545 2.48290 1.47273 0.4 1.4 0.3 -0.662
Cl -3.03686 -4.63325 2.46673 -0.5 -0.2 -0.3 1.635
O -3.82435 -5.29155 1.45012 0.9 0.3 -0.6 -0.640
O -3.76778 -3.54468 2.97765 -1.4 1.7 0.9 -0.659
O -2.78571 -5.58422 3.49418 0.9 -0.5 0.6 -0.633
O -1.79060 -4.03361 1.98010 0.6 -0.7 -0.8 -0.681
C 3.64412 -2.55547 -4.59185 -0.8 0.0 0.6 -0.668
C 2.86895 -2.66226 -3.34362 0.8 0.7 -1.4 0.210
N 2.23751 -2.65376 -2.39958 -0.9 0.0 1.4 -0.315
H 4.50928 -3.20327 -4.45057 0.1 0.2 -0.6 0.254
H 3.87186 -1.51118 -4.80555 0.4 -0.1 0.4 0.276
H 2.96272 -2.83229 -5.39633 0.3 -0.6 -0.1 0.259
C 0.19327 5.84869 -2.40489 0.2 -0.8 -1.1 -0.690
C 0.38594 4.42030 -2.09933 0.4 -3.4 1.9 0.247
N 0.55482 3.29027 -1.79079 -0.7 3.7 -1.2 -0.353
H 0.25621 6.53556 -1.56088 0.0 -0.4 0.0 0.279
H -0.73482 5.95244 -2.96702 -0.2 0.1 0.4 0.257
H 0.95736 6.04494 -3.15704 0.2 0.5 0.2 0.277
C -1.15684 -1.37038 7.15325 -0.1 -0.1 0.4 -0.762
C -0.49999 -0.87199 5.94124 -1.1 -0.4 2.0 0.254
N -0.03252 -0.49013 4.98275 0.8 0.5 -1.8 -0.293
H -0.87926 -0.89383 8.09344 0.6 0.3 -0.4 0.296
H -0.91362 -2.42562 7.27739 -0.3 0.0 -0.2 0.254
H -2.23396 -1.20389 7.13895 0.0 -0.3 -0.6 0.268
C -2.37350 -2.00668 -5.48889 -0.7 0.4 0.5 -0.678
C -2.41537 -1.63378 -4.06186 0.1 1.3 3.3 0.276
N -2.45110 -1.31326 -2.92493 0.3 -1.1 -3.7 -0.361
H -2.93340 -1.28290 -6.08113 -0.1 0.2 0.2 0.269
H -2.94041 -2.93480 -5.56177 0.6 -0.3 -0.3 0.260
H -1.36063 -1.99100 -5.89132 -0.1 -0.5 0.3 0.249

=====

# 4
95
Properties=species:S:1:pos:R:3:forces:R:3:mulliken_spin:R:1 method="wB97M-V/def2-TZVPD" total_energy_ha=-4048.53457 spin_multiplicity=3 e_above_lowest_kcal_mol=0.0 s_squared=2.03 orbital_gap_ev="4.83 / 7.27"
Ti 0.86363 0.39410 0.55811 -0.1 0.0 0.1 1.137
C 3.88984 2.38032 -2.80750 0.0 0.0 0.0 0.005
C 2.86893 1.31553 -3.08450 0.0 0.0 0.0 0.014
C 1.99445 1.41476 -4.16936 0.0 0.0 0.0 0.000
C 1.06863 0.41343 -4.39043 0.0 0.0 0.0 0.012
C 1.03748 -0.67434 -3.52814 0.0 0.0 0.0 -0.010
C 1.93531 -0.68296 -2.47235 -0.1 0.0 0.1 -0.018
N 2.82597 0.28174 -2.24743 0.0 0.0 0.0 0.020
C 1.94566 -1.81022 -1.50118 0.0 0.0 -0.1 0.006
C 2.00100 -3.11185 -1.97260 0.0 0.0 0.0 -0.002
C 1.99537 -4.15750 -1.06662 0.0 0.0 0.0 0.015
C 1.98623 -3.86537 0.28118 0.0 0.0 0.0 -0.010
C 1.95186 -2.53328 0.68534 -0.1 0.0 0.1 0.024
N 1.88866 -1.52495 -0.19111 0.1 0.0 0.0 0.019
C 1.96332 -2.16503 2.12111 0.0 0.0 -0.1 0.030
C 2.49263 -3.04795 3.04390 0.0 0.0 0.0 -0.005
C 2.55633 -2.66140 4.37255 0.0 0.0 0.0 0.005
C 2.10916 -1.40754 4.70425 -0.1 0.0 0.0 -0.001
C 1.60291 -0.55002 3.72254 0.0 0.0 0.0 0.024
C 1.26055 0.83843 4.15077 0.0 0.0 0.0 -0.001
N 1.51361 -0.93493 2.43760 0.0 0.0 0.0 -0.084
H 4.76886 2.23929 -3.44016 0.0 0.0 0.0 0.000
H 3.48523 3.37232 -3.01732 0.0 0.0 0.0 -0.002
H 4.19899 2.32793 -1.76429 0.0 0.0 0.0 -0.001
H 2.03919 2.28399 -4.81383 0.0 0.0 0.0 -0.003
H 0.36544 0.48288 -5.21076 0.0 0.0 0.0 0.003
H 0.30603 -1.46561 -3.63540 0.0 0.0 0.0 0.005
H 2.04614 -3.28523 -3.03839 0.0 0.0 0.0 0.000
H 1.99935 -5.18466 -1.40685 0.0 0.0 0.0 0.001
H 1.95914 -4.65855 1.01213 0.0 0.0 0.0 0.002
H 2.88874 -4.00064 2.72866 0.0 0.0 0.0 0.001
H 2.96846 -3.32387 5.12245 0.0 0.0 0.0 0.000
H 2.15332 -1.05226 5.72460 0.0 0.0 0.0 0.000
H 0.90085 0.82618 5.17954 0.0 0.0 0.0 0.001
H 2.16393 1.44992 4.09921 0.0 0.0 0.0 0.000
H 0.51466 1.29829 3.51661 0.0 0.0 0.0 0.001
C -1.19156 -2.76246 4.00853 0.0 0.0 0.0 0.004
N -1.34689 -1.32566 3.89557 0.0 0.0 0.0 0.006
C -2.14025 -0.81092 4.99402 0.0 0.0 0.0 0.000
C -1.89142 -0.99257 2.57787 0.0 0.0 0.0 -0.033
C -1.92291 0.48867 2.29795 0.0 0.0 0.0 -0.062
C -3.05455 1.20433 2.68431 0.0 0.0 0.0 -0.017
C -3.11383 2.58397 2.55922 0.0 0.0 0.0 0.013
C -2.01840 3.25915 2.04362 0.0 0.0 0.0 -0.011
C -0.90861 2.53860 1.62018 0.0 0.0 0.0 0.063
C -0.82798 1.13951 1.70589 0.2 0.1 -0.1 -0.013
H -2.15617 -3.29579 3.95101 0.0 0.0 0.0 0.000
H -0.55613 -3.13115 3.20010 0.0 0.0 0.0 -0.001
H -0.71803 -3.01403 4.95942 0.0 0.0 0.0 0.000
H -3.17530 -1.19603 4.98571 0.0 0.0 0.0 0.000
H -2.18069 0.27640 4.96037 0.0 0.0 0.0 0.000
H -1.67842 -1.11045 5.93688 0.0 0.0 0.0 0.000
H -2.90307 -1.42492 2.46136 0.0 0.0 0.0 -0.005
H -1.24401 -1.48182 1.85017 0.0 0.0 0.0 0.062
H -3.90008 0.66806 3.10359 0.0 0.0 0.0 0.000
H -4.00043 3.12375 2.86781 0.0 0.0 0.0 0.001
H -2.03232 4.33918 1.95626 0.0 0.0 0.0 -0.001
H -0.07194 3.09892 1.21259 0.0 0.0 0.0 0.001
S 1.26324 5.85037 -4.03198 0.0 0.0 0.0 0.005
C 2.34094 7.07047 -3.50172 0.0 0.0 0.0 0.017
C 2.66434 6.91461 -2.19028 0.0 0.0 0.0 -0.008
C 2.02587 5.79052 -1.59990 0.0 0.0 0.0 0.025
C 1.22511 5.11149 -2.47312 0.0 0.0 0.0 -0.021
C 0.46232 3.88248 -2.23850 0.0 0.0 0.0 0.041
C 0.94358 2.95830 -1.31753 -0.1 0.1 -0.1 0.022
N 0.35605 1.79236 -1.06042 0.2 -0.1 0.2 0.102
C -0.77228 1.47644 -1.76349 0.0 0.0 0.0 0.050
C -1.33266 2.35533 -2.71962 0.0 0.0 0.0 0.022
C -2.50762 1.91471 -3.42721 0.0 0.0 0.0 -0.039
C -3.02013 0.68524 -3.22673 0.0 0.0 0.0 0.008
C -2.41949 -0.24508 -2.29685 0.0 0.0 0.0 -0.057
C -2.84777 -1.54893 -2.13911 0.0 0.0 0.0 0.238
C -2.14466 -2.40094 -1.25413 0.0 0.0 0.0 -0.013
C -1.08404 -1.86880 -0.55400 0.0 0.0 0.0 0.094
N -0.65360 -0.59760 -0.63960 0.0 -0.1 0.0 0.113
C -1.31139 0.20492 -1.54571 0.1 0.1 0.0 0.144
C -2.52471 -3.80592 -1.07746 0.0 0.0 0.0 -0.046
C -3.45126 -4.52508 -1.77838 0.0 0.0 0.0 0.033
C -3.57195 -5.87264 -1.34106 0.0 0.0 0.0 -0.005
C -2.73710 -6.16347 -0.31056 0.0 0.0 0.0 0.014
S -1.80177 -4.80062 0.14044 0.0 0.0 0.0 0.007
C -0.70545 3.56661 -2.93995 0.0 0.0 0.0 0.062
H 2.67168 7.83739 -4.18255 0.0 0.0 0.0 0.001
H 3.32907 7.57924 -1.65844 0.0 0.0 0.0 0.000
H 2.14713 5.49884 -0.56575 0.0 0.0 0.0 0.003
H 1.85713 3.15804 -0.77132 0.0 0.0 0.0 -0.020
H -2.96480 2.59184 -4.13883 0.0 0.0 0.0 -0.003
H -3.89462 0.36054 -3.77788 0.0 0.0 0.0 -0.004
H -3.70010 -1.90736 -2.70119 0.0 0.0 0.0 0.021
H -0.53575 -2.50854 0.12908 0.0 0.0 0.0 0.002
H -4.03050 -4.11102 -2.59064 0.0 0.0 0.0 0.003
H -4.25133 -6.59015 -1.77741 0.0 0.0 0.0 0.000
H -2.62185 -7.09852 0.21222 0.0 0.0 0.0 0.001
H -1.11669 4.26573 -3.66034 0.0 0.0 0.0 0.005
I 3.23819 1.78351 1.23515 -0.1 0.0 0.0 -0.013